A cluster of 12 separate species, C15H50O14 in total, computed with the ωB97M-V functional and the def2-TZVPD basis.

Cartesian coordinates (Å):
C (3.33547, -5.11005, -1.32195)
C (3.29838, -4.40366, 0.08790)
C (2.12055, -3.54226, 0.22298)
O (1.56506, -3.98275, 1.47935)
C (2.07642, -5.07021, 1.85635)
O (1.77556, -5.68912, 2.90172)
O (3.02070, -5.48055, 1.01819)
H (2.42739, -5.63215, -1.62344)
H (4.12017, -5.85487, -1.45457)
H (3.57517, -4.39586, -2.10971)
H (4.18390, -3.79534, 0.27206)
H (1.39011, -3.66576, -0.57658)
H (2.49966, -2.52164, 0.27510)
C (3.69039, 1.19193, 1.70697)
O (2.40029, 0.85033, 2.17665)
H (4.43804, 1.32693, 2.48855)
H (4.03142, 0.35443, 1.09836)
H (3.59673, 2.08732, 1.09248)
H (2.34603, 1.33298, 3.00472)
C (0.43596, 3.43684, -3.24827)
O (-0.66553, 3.78207, -2.44594)
H (1.24256, 2.94086, -2.70837)
H (0.07777, 2.71032, -3.97764)
H (0.86418, 4.29415, -3.76765)
H (-1.46918, 3.99350, -2.92660)
C (-1.47541, 1.17283, 3.95621)
O (-1.81717, 0.17930, 3.03309)
H (-1.79708, 0.95943, 4.97556)
H (-0.39814, 1.33378, 3.99740)
H (-1.89108, 2.13880, 3.66946)
H (-2.64757, 0.36765, 2.58976)
C (-2.44446, 3.69429, 1.23183)
O (-1.49649, 4.57442, 1.85477)
H (-2.99220, 4.20046, 0.43694)
H (-1.87892, 2.87080, 0.79579)
H (-3.17879, 3.30402, 1.93650)
H (-0.84793, 4.82695, 1.19356)
C (-2.65987, -0.34779, -4.11214)
O (-2.67152, -0.95012, -2.86547)
H (-1.89873, 0.41252, -3.93696)
H (-2.36027, -0.99164, -4.93905)
H (-3.64793, 0.09564, -4.23549)
H (-1.77955, -1.25132, -2.67768)
C (-0.27754, 0.68582, -0.05007)
O (0.63775, -0.37274, 0.12186)
H (-1.01533, 0.36345, -0.78482)
H (-0.73439, 0.91560, 0.91252)
H (0.32108, 1.54133, -0.36289)
H (1.17491, -0.15769, 0.88789)
C (0.63209, -1.88073, 3.98872)
O (-0.64037, -1.80238, 4.59919)
H (1.26396, -1.06148, 4.33174)
H (1.03091, -2.84552, 4.30214)
H (0.60199, -1.80340, 2.90189)
H (-1.15214, -1.17996, 4.07737)
C (0.92073, -0.92408, -3.22761)
O (-0.10795, -1.39258, -2.36240)
H (1.82588, -1.00825, -2.62618)
H (1.02581, -1.45504, -4.17374)
H (0.70957, 0.11391, -3.48465)
H (0.15657, -1.16244, -1.46872)
C (-4.08014, 2.17193, -1.95861)
O (-3.94408, 1.02397, -1.26107)
H (-4.57021, 2.92178, -1.33760)
H (-3.04109, 2.46284, -2.11299)
H (-4.65974, 1.92722, -2.84871)
H (-3.48614, 0.36123, -1.78325)
C (-1.77122, -2.92275, 0.51932)
O (-2.33554, -4.19166, 0.81860)
H (-0.68244, -2.96471, 0.54920)
H (-2.06696, -2.53365, -0.45497)
H (-2.04298, -2.14120, 1.22885)
H (-1.84445, -4.85165, 0.32377)
C (1.96279, 4.46582, 0.24034)
O (0.56389, 4.36819, 0.01696)
H (2.39002, 5.34009, -0.25080)
H (2.14915, 4.61091, 1.30445)
H (2.30146, 3.49733, -0.12765)
H (0.29024, 4.13296, -0.87264)

Computed properties:
Orbital gap, eV: 9.373
2S+1: 1
Relative energy (zero: lowest compared OMol25 entry of this formula, charge and spin), eV: 1.657
SMILES: C[C@H]1COC(=O)O1.CO.CO.CO.CO.CO.CO.CO.CO.CO.CO.CO
Highest occupied orbital energy, eV: -9.357

The molecule C3H7FNO4P, computed with the ωB97M-V functional and the def2-TZVPD basis.

Cartesian coordinates (Å):
H (1.92855, -2.62145, -1.01659)
N (1.33628, -1.78380, -0.75656)
C (-0.01418, -2.00051, -0.74919)
F (-0.50693, -3.23471, -0.95144)
O (-0.91330, -1.06093, -0.60303)
P (-0.40761, 0.60153, -0.66308)
O (0.08083, 0.92759, -1.96882)
O (-1.80670, 1.14046, -0.10892)
C (-2.22376, 0.59633, 1.15775)
O (0.63585, 0.77372, 0.53689)
C (1.95298, 1.20334, 0.26184)
H (-3.37173, 0.65203, 1.17687)
H (-1.64379, 1.17380, 1.92556)
H (-1.74997, -0.41698, 1.06699)
H (1.75414, 2.04732, -0.49596)
H (2.63454, 0.44603, -0.11618)
H (2.31478, 1.55624, 1.30388)

Computed properties:
Orbital gap, eV: 11.085
2S+1: 1
Relative energy (zero: lowest compared OMol25 entry of this formula, charge and spin), eV: 1.510
SMILES: [H]/N=C(\F)OP(=O)(OC)OC
Highest occupied orbital energy, eV: -10.342

A cluster of 2 separate species, C3H10NO2S in total, computed with the ωB97M-V functional and the def2-TZVPD basis.

Cartesian coordinates (Å):
C (-1.05869, 0.13899, 0.37676)
O (-1.22702, -1.18201, 0.62654)
C (0.39221, 0.50213, -0.18788)
C (0.25291, 0.70061, -1.69975)
S (1.31964, 1.97226, -2.44925)
N (1.31990, -0.56900, 0.13757)
H (-1.81578, 0.55821, -0.32505)
H (-1.28144, 0.75148, 1.28418)
H (0.70045, 1.37279, 0.36998)
H (-0.76142, 0.71097, -2.08573)
H (0.67234, -0.20943, -2.15234)
H (0.55705, 3.02299, -2.10865)
H (1.40052, -1.18271, -0.66549)
H (0.78567, -1.11192, 0.82233)
H (-0.99847, -1.62979, 2.04790)
H (0.29511, -2.14159, 3.02334)
O (-0.55300, -1.70399, 2.98551)

Computed properties:
Orbital gap, eV: 6.677
2S+1: 1
Relative energy (zero: lowest compared OMol25 entry of this formula, charge and spin), eV: 0.568
Total charge: -1
Highest occupied orbital energy, eV: -3.581

A structure of composition C56H50N8O3P2SY, computed with the ωB97M-V functional and the def2-TZVPD basis.

Cartesian coordinates (Å):
Y (-0.83584, 1.01685, 0.86117)
O (-1.76959, -2.71132, 3.55464)
C (-2.63107, -3.35818, 2.73625)
C (-3.17648, -4.55249, 3.21049)
C (-4.05300, -5.27779, 2.43086)
C (-4.41134, -4.82550, 1.15854)
C (-3.87701, -3.64516, 0.68997)
C (-2.98453, -2.88681, 1.45978)
C (-2.39322, -1.64477, 0.90260)
O (-1.58778, -0.95306, 1.66587)
N (-2.75713, -1.28593, -0.30102)
N (-2.24467, -0.03099, -0.63696)
C (-2.69938, 0.46389, -1.73445)
C (-2.52485, 1.81340, -2.23659)
C (-3.09236, 2.07769, -3.49704)
C (-3.13861, 3.34899, -4.02170)
C (-2.64187, 4.40500, -3.25565)
C (-2.08078, 4.18451, -2.01390)
C (-1.96672, 2.88700, -1.48743)
O (-1.37628, 2.68889, -0.33682)
H (-1.50390, -1.90037, 3.08655)
H (-2.88567, -4.88624, 4.20245)
H (-4.46492, -6.20567, 2.81401)
H (-5.09900, -5.39648, 0.54374)
H (-4.12884, -3.28206, -0.29814)
H (-3.33446, -0.18924, -2.33530)
H (-3.51066, 1.24583, -4.05814)
H (-3.57269, 3.53048, -4.99789)
H (-2.69968, 5.41874, -3.63874)
H (-1.68750, 5.00423, -1.42330)
N (-5.61211, 0.84712, 1.75408)
C (-4.39922, 0.89449, 1.19923)
N (-3.32856, 1.37420, 1.76509)
C (-3.46052, 1.89482, 3.04609)
N (-2.46639, 2.45310, 3.65023)
N (-1.27820, 2.35476, 2.94814)
C (-0.49384, 3.34067, 3.12513)
C (0.86484, 3.33826, 2.57421)
C (1.74257, 4.34053, 2.94601)
C (3.05651, 4.28698, 2.50086)
C (3.44440, 3.22775, 1.71013)
C (2.49951, 2.27225, 1.37198)
N (1.23042, 2.32038, 1.77448)
C (-4.75336, 1.84879, 3.72959)
C (-4.93494, 2.31453, 5.03456)
C (-6.17303, 2.22873, 5.63055)
C (-7.25130, 1.67432, 4.93644)
C (-7.09295, 1.20825, 3.64917)
C (-5.83787, 1.30115, 3.05514)
H (-6.36083, 0.43527, 1.23032)
H (-4.33193, 0.49748, 0.19432)
H (-0.79278, 4.20060, 3.71935)
H (1.39724, 5.14391, 3.58676)
H (3.76141, 5.06024, 2.77961)
H (4.45958, 3.12953, 1.34367)
H (2.77490, 1.43056, 0.75589)
H (-4.08762, 2.73876, 5.55852)
H (-6.31335, 2.58950, 6.64215)
H (-8.22216, 1.60793, 5.41318)
H (-7.92594, 0.77459, 3.10479)
C (6.95679, -2.87392, -0.96533)
S (5.57960, -3.45827, -1.96592)
C (5.21418, -1.94178, -2.87989)
C (4.36454, -0.91557, -2.12225)
C (2.92902, -1.39373, -1.98901)
N (2.04475, -0.53386, -1.17153)
P (1.12623, 0.78300, -1.78330)
C (0.81272, 0.32272, -3.51792)
C (1.61306, 0.76938, -4.56913)
C (1.35865, 0.36000, -5.87168)
C (0.30494, -0.50564, -6.13630)
C (-0.49378, -0.96187, -5.09709)
C (-0.24343, -0.54600, -3.79655)
C (2.22322, 2.21916, -1.99511)
C (3.57572, 2.25265, -1.67079)
C (4.30616, 3.42748, -1.81341)
C (3.68545, 4.58239, -2.27055)
C (2.33003, 4.56161, -2.57916)
C (1.60113, 3.38885, -2.43975)
P (1.31592, -1.08585, 0.27074)
C (2.60871, -1.48329, 1.48764)
C (3.55664, -2.49095, 1.28239)
C (4.48059, -2.79326, 2.27143)
C (4.46196, -2.10649, 3.48216)
C (3.51343, -1.12150, 3.70533)
C (2.58992, -0.81418, 2.71134)
C (0.64414, -2.73274, -0.08947)
C (0.23509, -3.09775, -1.36899)
C (-0.43128, -4.29833, -1.57751)
C (-0.71163, -5.13702, -0.50796)
C (-0.32129, -4.77502, 0.77375)
C (0.35345, -3.58042, 0.98452)
H (7.32471, -3.72738, -0.39280)
H (6.66106, -2.08976, -0.26490)
H (7.76836, -2.51463, -1.59983)
H (4.69437, -2.25512, -3.78860)
H (6.15807, -1.50092, -3.20403)
H (4.38794, 0.02600, -2.67999)
H (4.79312, -0.71484, -1.13714)
H (2.91855, -2.39678, -1.56548)
H (2.50115, -1.48782, -2.99045)
H (2.43538, 1.44860, -4.37402)
H (1.98615, 0.71490, -6.68074)
H (0.10632, -0.82456, -7.15284)
H (-1.31700, -1.63924, -5.29766)
H (-0.86663, -0.90989, -2.99354)
H (4.06516, 1.35566, -1.30025)
H (5.36556, 3.43954, -1.57228)
H (4.25693, 5.49615, -2.38749)
H (1.83482, 5.46119, -2.93062)
H (0.53985, 3.39038, -2.67602)
H (3.57048, -3.05859, 0.35764)
H (5.20773, -3.58239, 2.10556)
H (5.17919, -2.35334, 4.25746)
H (3.48044, -0.60129, 4.65551)
H (1.84036, -0.05940, 2.90336)
H (0.43320, -2.45159, -2.21581)
H (-0.73597, -4.57526, -2.58181)
H (-1.24326, -6.06861, -0.67046)
H (-0.55190, -5.41752, 1.61761)
H (0.63655, -3.30619, 1.99536)

Computed properties:
Orbital gap, eV: 6.548
2S+1: 1
Relative energy (zero: lowest compared OMol25 entry of this formula, charge and spin), eV: 0.489
Total charge: +1
Highest occupied orbital energy, eV: -9.617

A structure of composition C9H4Cl2N2O3PmRu, computed with the ωB97M-V functional and the def2-TZVPD basis.

Cartesian coordinates (Å):
Pm (-0.91823, -4.21355, -4.19061)
Ru (-0.11079, -0.88024, -0.17865)
Cl (0.89965, -5.39549, -2.89781)
Cl (-0.17783, -1.21443, -2.57046)
C (0.28468, 0.86034, -0.27657)
C (-0.41491, -6.22211, -5.51300)
C (-1.89933, -4.54995, -6.62518)
O (0.51358, 2.02030, -0.23093)
O (-0.28932, -7.00516, -6.35085)
O (-2.03517, -5.06361, -7.64011)
N (2.02626, -1.70691, 6.93512)
C (1.57533, -1.43990, 5.88929)
C (1.02389, -1.15898, 4.62516)
C (-0.35935, -1.22193, 4.35658)
C (-0.82484, -1.03796, 3.03666)
N (0.03588, -0.89511, 1.95342)
C (1.33367, -0.64582, 2.28987)
C (1.83984, -0.82499, 3.56796)
H (-1.04330, -1.43954, 5.17421)
H (-1.93081, -0.99578, 2.84706)
H (1.90988, -0.28987, 1.43307)
H (2.90844, -0.71903, 3.65212)

Computed properties:
Orbital gap (alpha / beta), eV: 6.933 / 5.056
2S+1: 10
Total charge: +4
Highest occupied orbital energy (alpha / beta), eV: -21.540 / -23.185
<S²>: 24.809

The molecule C4H5N3, computed with the ωB97M-V functional and the def2-TZVPD basis.

Cartesian coordinates (Å):
N (1.02470, 1.25222, 1.09416)
C (0.31379, 0.33769, 0.24699)
C (-0.41137, -0.53740, 1.02326)
N (-1.13813, -1.52934, 0.42317)
C (-1.18469, -1.47749, -0.93056)
N (-0.58827, -0.58841, -1.73234)
C (0.18783, 0.30942, -1.12476)
H (1.94751, 0.92325, 1.35746)
H (1.03080, 2.22596, 0.83255)
H (-0.06579, 0.23661, 2.00471)
H (-1.81391, -2.20408, -1.46737)
H (0.69752, 1.05157, -1.72727)

Computed properties:
Orbital gap, eV: 10.106
2S+1: 1
Relative energy (zero: lowest compared OMol25 entry of this formula, charge and spin), eV: 2.782
SMILES: Nc1cncnc1
Highest occupied orbital energy, eV: -9.468